Molecular formula: C5H36NO14
Method: DFT, the ωB97M-V functional and the def2-TZVPD basis

LUMO energy	2.50	eV
charge	-1
frontier orbital gap	9.35	eV
relative energy (zero: lowest compared OMol25 entry of this formula, charge and spin)	109.6	kJ/mol
HOMO energy	-6.86	eV

```
56
Properties=species:S:1:pos:R:3:nbo_charge:R:1
C -1.179 -1.835 0.063 -0.209
N -1.280 -0.541 0.808 -0.685
C -0.029 -0.080 1.426 -0.102
C 0.376 -0.836 2.686 -0.079
O 1.713 -0.387 3.053 -0.765
C -0.313 1.411 1.766 -0.085
O 0.857 2.217 1.753 -0.790
C -1.484 -3.046 0.949 -0.624
H -0.121 -1.898 -0.259 0.159
H -1.822 -1.806 -0.806 0.211
H -1.491 0.109 0.055 0.396
H 0.885 -0.111 0.797 0.176
H -0.237 -0.688 3.577 0.182
H 0.567 -1.898 2.528 0.187
H 1.923 0.441 2.597 0.487
H -0.977 1.797 0.980 0.177
H -0.772 1.472 2.750 0.180
H -2.509 -2.960 1.292 0.218
H -0.817 -3.080 1.805 0.202
H -1.214 -3.925 0.375 0.204
H 3.447 -1.796 0.410 0.494
H 2.931 -1.237 1.751 0.484
O 3.542 -1.891 1.369 -0.988
H -0.779 2.668 -3.749 0.484
H 0.720 2.548 -3.381 0.484
O 0.112 2.787 -4.090 -0.960
H 0.753 4.440 0.639 0.482
H 0.932 3.593 -0.539 0.501
O 0.397 4.372 -0.258 -0.994
H -2.712 0.969 2.440 0.469
H -2.854 -0.510 2.510 0.478
O -3.160 0.291 2.955 -0.949
H 1.663 1.116 -1.661 0.499
H 2.684 0.384 -2.699 0.471
O 1.766 0.287 -2.434 -1.091
H -2.133 1.225 -1.916 0.513
H -2.240 -0.206 -2.506 0.507
O -2.583 0.375 -1.809 -1.012
H -1.014 3.547 -0.941 0.522
H -0.331 2.241 -1.274 0.479
O -1.200 2.657 -1.350 -1.006
H 2.088 -1.308 -1.595 0.507
H 2.810 -2.254 -2.533 0.470
O 2.805 -1.983 -1.612 -0.997
H 2.608 -3.418 2.227 0.501
H 1.836 -4.265 1.138 0.469
O 2.218 -4.280 2.016 -0.979
H -3.775 -0.669 0.931 0.466
H -3.564 -0.558 -0.612 0.499
O -4.030 -1.050 0.093 -0.987
H 0.280 0.194 -3.176 0.505
H -0.495 0.841 -4.220 0.475
O -0.622 0.111 -3.588 -1.024
H 1.180 2.221 0.817 0.506
H 2.799 2.150 -0.790 0.466
O 1.844 2.051 -0.758 -1.188
```



Molecular formula: C4H10NO3
Method: DFT, the ωB97M-V functional and the def2-TZVPD basis

LUMO energy	3.38	eV
charge	-1
frontier orbital gap	5.89	eV
relative energy (zero: lowest compared OMol25 entry of this formula, charge and spin)	271.2	kJ/mol
HOMO energy	-2.51	eV

```
18
Properties=species:S:1:pos:R:3:nbo_charge:R:1
C 0.681 2.469 0.535 0.033
O 0.523 3.657 -0.001 -0.930
C 0.358 1.341 -0.549 -0.461
C -0.088 0.054 0.164 -0.522
C -0.588 -1.155 -0.646 0.699
N -0.210 -1.150 -1.949 -0.838
O -1.239 -2.120 -0.249 -0.700
H 1.685 2.258 1.002 0.050
H 0.052 2.128 1.409 0.045
H -0.478 1.819 -1.076 0.206
H 1.215 1.198 -1.200 0.169
H 0.883 -0.248 0.498 0.229
H -0.730 0.143 1.061 0.231
H -0.387 -1.991 -2.499 0.388
H 0.443 -0.428 -2.290 0.405
H -0.095 -3.202 1.786 0.472
H -1.422 -2.272 1.777 0.501
O -0.603 -2.502 2.227 -0.977
```



Molecular formula: C5H8O2
Method: DFT, the ωB97M-V functional and the def2-TZVPD basis

LUMO energy	0.49	eV
charge	0
frontier orbital gap	9.29	eV
relative energy (zero: lowest compared OMol25 entry of this formula, charge and spin)	344.0	kJ/mol
HOMO energy	-8.80	eV

```
15
Properties=species:S:1:pos:R:3:nbo_charge:R:1
C -0.371 1.552 -0.119 -0.613
C -0.081 0.148 0.366 0.239
C -0.676 -1.024 -0.386 -0.465
C -1.184 -0.658 0.991 -0.438
O 1.181 0.021 0.932 -0.780
C 2.466 -0.475 -0.794 0.564
O 2.377 -0.259 -1.912 -0.433
H 0.321 1.831 -0.922 0.206
H -0.258 2.274 0.699 0.219
H -1.391 1.633 -0.509 0.208
H -1.309 -0.816 -1.246 0.215
H -0.093 -1.939 -0.472 0.210
H -2.169 -0.204 1.080 0.210
H -0.909 -1.319 1.809 0.222
H 2.076 -0.781 0.517 0.436
```



Molecular formula: C4H6N2
Method: DFT, the ωB97M-V functional and the def2-TZVPD basis

LUMO energy	0.91	eV
charge	0
SMILES string	C/C=N/CC#N
frontier orbital gap	11.14	eV
relative energy (zero: lowest compared OMol25 entry of this formula, charge and spin)	153.1	kJ/mol
HOMO energy	-10.23	eV

```
12
Properties=species:S:1:pos:R:3:nbo_charge:R:1
C -0.107 -1.094 -1.615 -0.670
C 0.155 -0.858 -0.168 0.163
N 0.847 0.149 0.168 -0.409
C 0.463 0.759 1.424 -0.336
C -0.399 1.871 0.968 0.277
N -1.075 2.683 0.497 -0.317
H 0.253 -0.210 -2.145 0.241
H 0.308 -2.006 -2.044 0.229
H -1.200 -1.125 -1.705 0.231
H -0.428 -1.433 0.572 0.144
H 1.318 1.160 1.968 0.239
H -0.135 0.105 2.080 0.210
```



Molecular formula: C35H25AuN5O2PSe
Method: DFT, the ωB97M-V functional and the def2-TZVPD basis

LUMO energy (alpha / beta)	-5.90 / -9.24	eV
charge	+2
frontier orbital gap (alpha / beta)	7.68 / 4.74	eV
relative energy (zero: lowest compared OMol25 entry of this formula, charge and spin)	65.8	kJ/mol
spin multiplicity	3
HOMO energy (alpha / beta)	-13.58 / -13.99	eV

```
70
Properties=species:S:1:pos:R:3:nbo_charge:R:1
Au 0.085 0.408 0.029 1.038
Se -6.643 -2.965 -1.923 1.040
N -5.830 -1.483 -2.477 -0.601
C -4.690 -1.434 -1.842 0.169
C -3.716 -0.354 -2.030 -0.113
C -3.916 0.699 -2.923 -0.081
C -2.949 1.670 -3.048 -0.234
C -1.798 1.572 -2.276 0.076
N -1.601 0.569 -1.426 -0.510
C -2.542 -0.388 -1.294 0.230
C -2.261 -1.485 -0.350 0.240
N -1.088 -1.439 0.312 -0.545
C -0.759 -2.436 1.127 0.077
C -1.598 -3.525 1.339 -0.225
C -2.808 -3.569 0.687 -0.080
C -3.153 -2.531 -0.181 -0.085
C -4.411 -2.507 -0.933 0.081
N -5.325 -3.434 -0.825 -0.576
H -4.831 0.730 -3.503 0.262
H -3.067 2.500 -3.731 0.254
H -1.023 2.322 -2.331 0.223
H 0.207 -2.364 1.610 0.226
H -1.287 -4.317 2.005 0.255
H -3.497 -4.393 0.824 0.262
O 1.934 -0.349 3.920 -0.131
C 1.292 0.064 2.923 0.725
O 1.459 -0.268 1.751 -0.642
C 0.156 1.068 3.371 0.130
C 0.188 1.652 4.655 -0.242
C -0.831 2.510 4.949 -0.091
C -1.858 2.739 4.003 -0.099
C -2.959 3.589 4.278 -0.161
C -3.947 3.746 3.354 -0.179
C -3.888 3.056 2.117 -0.153
C -2.841 2.234 1.817 -0.252
C -1.800 2.072 2.757 0.229
N -0.738 1.251 2.479 -0.450
H 0.997 1.429 5.337 0.257
H -0.870 3.007 5.911 0.248
H -3.004 4.101 5.231 0.239
H -4.789 4.392 3.565 0.243
H -4.693 3.177 1.403 0.233
H -2.801 1.694 0.876 0.213
C 2.909 2.245 0.644 -0.956
P 1.652 2.047 -0.640 1.031
C 0.908 3.662 -0.889 -0.443
C 1.644 4.669 -1.519 -0.117
C 1.103 5.937 -1.652 -0.209
C -0.169 6.209 -1.156 -0.161
C -0.902 5.214 -0.525 -0.199
C -0.361 3.942 -0.391 -0.209
C 2.529 1.604 -2.141 -0.435
C 3.781 0.997 -2.076 -0.178
C 4.441 0.641 -3.245 -0.191
C 3.857 0.892 -4.475 -0.164
C 2.609 1.501 -4.547 -0.199
C 1.946 1.856 -3.384 -0.139
H 3.667 2.942 0.285 0.267
H 3.371 1.297 0.908 0.263
H 2.431 2.674 1.526 0.256
H 2.629 4.460 -1.923 0.222
H 1.670 6.715 -2.147 0.241
H -0.586 7.202 -1.264 0.239
H -1.891 5.426 -0.139 0.230
H -0.931 3.169 0.107 0.216
H 4.250 0.791 -1.123 0.220
H 5.415 0.172 -3.190 0.239
H 4.377 0.620 -5.385 0.239
H 2.160 1.707 -5.509 0.233
H 0.992 2.361 -3.453 0.203
```



Molecular formula: C32H35MoN4O2Si2
Method: DFT, the ωB97M-V functional and the def2-TZVPD basis

LUMO energy (alpha / beta)	-3.65 / -3.90	eV
charge	+1
frontier orbital gap (alpha / beta)	6.47 / 6.47	eV
relative energy (zero: lowest compared OMol25 entry of this formula, charge and spin)	0.0	kJ/mol
spin multiplicity	3
HOMO energy (alpha / beta)	-10.12 / -10.37	eV

```
76
Properties=species:S:1:pos:R:3:mulliken_spin:R:1
Mo 0.683 -0.446 0.313 1.995
C 4.015 -1.106 -0.167 0.012
O 2.914 -0.195 -0.257 0.008
C 3.195 1.144 -0.492 0.000
C 4.341 1.584 -1.124 0.009
C 4.521 2.947 -1.312 -0.018
C 3.569 3.851 -0.863 0.012
C 2.421 3.403 -0.233 -0.029
C 2.214 2.040 -0.060 0.023
N 1.070 1.466 0.557 -0.120
N 0.389 2.335 1.258 0.103
C -0.503 1.988 2.184 0.011
C -0.749 0.658 2.639 0.103
O -0.307 -0.380 1.979 0.073
C -1.470 0.446 3.839 -0.032
C -2.055 1.482 4.491 0.052
C -1.994 2.813 3.978 -0.005
C -2.736 3.857 4.561 0.012
C -2.721 5.115 4.017 -0.005
C -1.945 5.376 2.881 0.008
C -1.195 4.377 2.307 0.003
C -1.214 3.078 2.835 -0.008
H 4.855 -0.636 0.341 -0.001
H 3.674 -1.962 0.411 -0.003
H 4.322 -1.440 -1.158 -0.001
H 5.090 0.887 -1.472 0.000
H 5.410 3.301 -1.816 -0.001
H 3.731 4.911 -1.002 0.000
H 1.670 4.094 0.117 0.001
H -1.551 -0.571 4.199 0.002
H -2.606 1.301 5.406 0.002
H -3.335 3.644 5.438 0.001
H -3.314 5.905 4.457 0.000
H -1.939 6.368 2.449 0.000
H -0.598 4.567 1.427 0.003
C 0.872 1.502 -2.975 0.000
Si 0.649 -0.246 -2.246 -0.121
C 1.994 -1.333 -3.068 0.017
C -1.046 -0.812 -2.883 0.015
C -1.291 -1.004 -4.245 -0.002
C -2.556 -1.340 -4.704 0.001
C -3.598 -1.499 -3.800 -0.001
C -3.365 -1.311 -2.447 -0.005
C -2.096 -0.961 -1.978 -0.004
Si -1.867 -0.564 -0.145 -0.155
C -2.772 -1.871 0.894 0.007
C -2.803 1.066 0.133 0.006
H 0.588 1.491 -4.029 -0.002
H 1.898 1.872 -2.909 0.004
H 0.220 2.216 -2.466 0.002
H 1.739 -1.517 -4.114 0.001
H 2.101 -2.302 -2.574 -0.003
H 2.965 -0.831 -3.049 0.001
H -0.483 -0.890 -4.960 0.000
H -2.732 -1.477 -5.764 0.000
H -4.588 -1.761 -4.151 0.000
H -4.185 -1.435 -1.745 0.000
H -3.853 -1.771 0.775 -0.002
H -2.544 -1.734 1.952 0.001
H -2.499 -2.892 0.619 0.000
H -3.716 1.045 -0.466 0.001
H -2.226 1.938 -0.183 0.003
H -3.095 1.212 1.175 0.003
N 0.920 -6.742 0.737 0.014
C 0.844 -5.405 0.618 0.021
C 0.255 -4.788 -0.500 -0.006
C 0.210 -3.423 -0.586 0.055
N 0.714 -2.594 0.354 -0.062
C 1.263 -3.189 1.434 0.035
C 1.351 -4.543 1.609 -0.013
H 0.524 -7.345 0.038 -0.001
H 1.339 -7.167 1.543 -0.001
H -0.167 -5.386 -1.296 0.000
H -0.255 -2.947 -1.442 -0.012
H 1.637 -2.523 2.206 -0.003
H 1.802 -4.940 2.509 0.000
```